The following is a quantum chemistry calculation of C32H46ClFOP4Pd as an isolated structure, from OMol25.

## Properties
<S²> ... 6.0126
F_max ... 6.331 eV/A
Gap between HOMO and LUMO (spin up / spin down) ... 0.188 / 0.235 Ha

ORCA input file:
```
! wB97M-V def2-TZVPD RIJCOSX def2/J DEFGRID3
* xyz 2 5
P 1.330 1.036 -2.124
C 3.053 1.499 -2.248
C 3.871 0.946 -3.250
H 3.471 0.191 -3.928
C 5.198 1.360 -3.356
H 5.837 0.928 -4.129
C 5.711 2.313 -2.472
H 6.751 2.631 -2.563
C 4.902 2.854 -1.468
H 5.315 3.588 -0.777
C 3.573 2.444 -1.346
H 2.946 2.839 -0.544
C 1.043 -0.553 -2.899
C 1.787 -1.652 -2.440
H 2.660 -1.494 -1.795
C 1.391 -2.947 -2.779
H 1.945 -3.803 -2.389
C 0.294 -3.145 -3.624
H -0.015 -4.159 -3.890
C -0.392 -2.045 -4.147
H -1.225 -2.190 -4.836
C -0.026 -0.745 -3.794
H -0.552 0.118 -4.212
C 0.280 2.332 -2.780
C 0.616 2.935 -4.010
H 1.508 2.602 -4.548
C -0.187 3.950 -4.525
H 0.067 4.396 -5.488
C -1.308 4.396 -3.815
H -1.936 5.184 -4.234
C -1.618 3.827 -2.578
H -2.481 4.175 -2.013
C -0.825 2.804 -2.052
H -1.050 2.401 -1.062
Pd 0.300 -0.295 2.084
C -1.495 -1.308 1.914
C -1.912 -1.552 0.671
H -2.053 -1.636 2.806
C -1.152 -0.855 -0.474
O -2.111 -0.025 -1.165
H -1.679 0.477 -1.886
C -0.002 -0.066 0.072
H -0.723 -1.606 -1.170
C 0.910 0.770 -0.378
Cl 2.001 1.404 2.731
P -1.583 2.058 3.999
P 1.698 -1.816 2.927
C -0.799 3.166 5.150
H 0.292 3.045 5.042
H -1.089 2.893 6.175
H -1.074 4.209 4.967
C -1.168 2.418 2.311
H -1.490 1.601 1.646
H -0.069 2.496 2.246
H -1.617 3.362 1.988
C -3.309 1.696 4.182
H -3.458 1.042 5.054
H -3.646 1.170 3.275
H -3.883 2.624 4.293
C 2.094 -1.494 4.659
H 1.196 -1.688 5.260
H 2.365 -0.435 4.749
H 2.915 -2.138 4.988
C 1.052 -3.492 2.745
H 0.730 -3.645 1.707
H 0.183 -3.608 3.404
H 1.827 -4.219 3.013
C 3.186 -1.691 1.893
H 3.536 -0.653 1.945
H 2.914 -1.925 0.854
H 3.953 -2.384 2.253
P -3.329 -2.615 0.268
C -3.834 -3.530 1.718
C -2.799 -3.750 -1.019
H -3.961 -2.846 2.566
H -3.086 -4.293 1.970
H -4.792 -4.020 1.493
H -2.376 -3.203 -1.874
H -3.679 -4.322 -1.345
H -2.041 -4.438 -0.618
C -4.677 -1.613 -0.346
H -5.167 -1.120 0.504
H -5.392 -2.271 -0.860
H -4.264 -0.859 -1.030
H 1.522 1.308 0.356
F -0.898 0.653 4.407
*
```

The following is a quantum chemistry calculation of C32H46ClNO4P4Pt as an isolated structure, from OMol25.

## Properties
<S²> ... 6.0226
F_max ... 7.512 eV/A
ΔE to the lowest compared entry with this formula, charge and spin ... 1.8551 eV
Gap between HOMO and LUMO (spin up / spin down) ... 0.206 / 0.135 Ha

ORCA input file:
```
! wB97M-V def2-TZVPD RIJCOSX def2/J DEFGRID3
* xyz 2 5
P -4.218 -2.074 -2.450
C -5.595 -1.042 -2.129
C -6.395 -0.692 -3.232
H -6.085 -0.958 -4.233
C -7.590 -0.027 -3.010
H -8.238 0.232 -3.854
C -7.976 0.310 -1.696
H -8.932 0.830 -1.527
C -7.147 -0.013 -0.606
H -7.455 0.260 0.410
C -5.945 -0.679 -0.815
H -5.284 -0.917 0.002
C -3.521 -1.864 -4.059
C -3.245 -0.568 -4.565
H -3.515 0.305 -3.984
C -2.631 -0.432 -5.804
H -2.399 0.569 -6.192
C -2.334 -1.568 -6.574
H -1.874 -1.456 -7.562
C -2.645 -2.849 -6.090
H -2.444 -3.736 -6.710
C -3.223 -3.006 -4.834
H -3.486 -3.992 -4.468
C -4.348 -3.735 -1.878
C -5.552 -4.369 -2.233
H -6.292 -3.829 -2.807
C -5.771 -5.685 -1.851
H -6.700 -6.194 -2.148
C -4.804 -6.369 -1.087
H -4.986 -7.410 -0.785
C -3.614 -5.720 -0.708
H -2.870 -6.254 -0.105
C -3.378 -4.407 -1.101
H -2.481 -3.889 -0.795
Pt -0.634 -0.263 -0.258
C 1.105 -0.889 -1.308
C 0.904 -1.644 -2.417
H 2.114 -0.608 -0.961
C -0.490 -2.037 -2.795
O -0.651 -3.438 -2.685
H -1.585 -3.687 -2.800
C -1.258 -1.371 -1.779
H -0.801 -1.664 -3.781
C -2.244 -0.971 -0.910
Cl -2.121 0.980 1.392
P 0.124 -1.507 1.636
P -0.303 1.935 -1.132
C 0.045 -0.683 3.241
H -0.953 -0.244 3.350
H 0.787 0.131 3.271
H 0.235 -1.418 4.034
C -0.997 -2.936 1.697
H -0.736 -3.627 0.887
H -2.024 -2.584 1.556
H -0.899 -3.440 2.664
C 1.795 -2.196 1.506
H 2.524 -1.378 1.458
H 1.872 -2.796 0.594
H 2.004 -2.825 2.381
C 0.178 3.172 0.091
H 1.226 3.005 0.361
H -0.433 3.024 0.988
H 0.026 4.179 -0.320
C 0.934 2.092 -2.450
H 0.741 1.349 -3.231
H 1.926 1.913 -2.020
H 0.897 3.097 -2.890
C -1.884 2.458 -1.857
H -2.667 2.328 -1.101
H -2.108 1.832 -2.728
H -1.817 3.508 -2.160
P 2.221 -2.371 -3.540
C 3.752 -1.534 -3.242
C 1.599 -2.102 -5.199
H 4.030 -1.618 -2.187
H 3.669 -0.480 -3.526
H 4.499 -2.031 -3.870
H 0.597 -2.526 -5.330
H 2.295 -2.593 -5.887
H 1.569 -1.028 -5.418
C 2.281 -4.114 -3.180
H 2.735 -4.268 -2.195
H 2.895 -4.591 -3.952
H 1.264 -4.520 -3.178
H -2.861 -0.555 -0.150
O 1.714 1.860 2.453
N 2.805 1.474 1.920
O 3.857 1.422 2.598
O 2.807 1.126 0.684
*
```

The following is a quantum chemistry calculation of C32H46CoN2O3P2S2 as an isolated structure, from OMol25.

## Properties
<S²> ... 0.7971
F_max ... 0.354 eV/A
ΔE to the lowest compared entry with this formula, charge and spin ... 0.1355 eV
Gap between HOMO and LUMO (spin up / spin down) ... 0.186 / 0.190 Ha

ORCA input file:
```
! wB97M-V def2-TZVPD RIJCOSX def2/J DEFGRID3
* xyz -2 2
Co -0.288 0.594 0.020
O -0.056 0.082 1.931
N 1.142 0.318 2.456
C 1.189 0.425 3.798
C 2.364 0.595 4.477
C 3.547 0.657 3.724
C 3.486 0.560 2.364
C 2.261 0.400 1.662
S 2.123 0.324 -0.008
H 0.212 0.362 4.255
H 2.353 0.683 5.554
H 4.506 0.789 4.213
H 4.375 0.611 1.752
O -0.543 1.086 -4.047
C -0.356 1.441 -2.871
O -0.314 0.608 -1.908
C -0.154 2.947 -2.626
C -0.076 3.695 -3.808
C 0.115 5.062 -3.835
C 0.233 5.732 -2.618
C 0.154 5.025 -1.441
C -0.043 3.622 -1.385
S -0.150 2.964 0.227
H -0.180 3.132 -4.726
H 0.172 5.596 -4.777
H 0.387 6.808 -2.587
H 0.239 5.542 -0.492
C -0.701 -3.207 1.065
P 0.929 -3.317 0.229
C 0.450 -2.823 -1.465
C 1.015 -5.156 0.053
C 1.064 -5.825 -1.170
C 1.177 -7.209 -1.233
C 1.239 -7.963 -0.071
C 1.194 -7.314 1.158
C 1.094 -5.933 1.213
H -0.598 -3.466 2.121
H -1.442 -3.860 0.596
H -1.038 -2.166 0.997
H -0.398 -3.401 -1.845
H 1.298 -2.926 -2.146
H 0.176 -1.763 -1.466
H 1.007 -5.258 -2.092
H 1.211 -7.698 -2.201
H 1.322 -9.043 -0.119
H 1.244 -7.887 2.077
H 1.075 -5.442 2.181
C -3.547 0.281 2.836
C -4.413 -0.394 1.758
C -4.268 -1.901 2.001
C -5.882 -0.030 1.989
P -3.601 0.043 0.061
N -2.093 -0.089 0.128
C -4.196 1.797 -0.416
C -3.935 2.727 0.778
C -5.653 1.979 -0.861
C -3.269 2.289 -1.545
C -4.335 -1.155 -1.239
C -5.837 -1.450 -1.202
C -3.981 -0.597 -2.625
C -3.559 -2.477 -1.127
H -3.752 -0.196 3.805
H -3.763 1.342 2.939
H -2.488 0.168 2.591
H -4.501 -2.109 3.053
H -3.247 -2.231 1.808
H -4.949 -2.497 1.394
H -6.196 -0.413 2.970
H -6.551 -0.463 1.242
H -6.044 1.048 2.001
H -4.637 2.573 1.599
H -4.054 3.760 0.432
H -2.910 2.623 1.140
H -6.380 1.622 -0.132
H -5.858 1.488 -1.816
H -5.838 3.051 -1.009
H -2.260 1.898 -1.408
H -3.200 3.381 -1.514
H -3.628 2.006 -2.531
H -6.449 -0.551 -1.290
H -6.137 -1.976 -0.294
H -6.090 -2.100 -2.050
H -4.595 0.259 -2.903
H -4.160 -1.382 -3.371
H -2.927 -0.309 -2.685
H -3.863 -3.084 -0.276
H -2.491 -2.264 -1.038
H -3.731 -3.068 -2.035
*
```

The following is a quantum chemistry calculation of C32H46CoNO4PS as an isolated structure, from OMol25.

## Properties
<S²> ... 0.7669
F_max ... 0.413 eV/A
ΔE to the lowest compared entry with this formula, charge and spin ... 0.0000 eV
Gap between HOMO and LUMO (spin up / spin down) ... 0.292 / 0.297 Ha

ORCA input file:
```
! wB97M-V def2-TZVPD RIJCOSX def2/J DEFGRID3
* xyz 0 2
Co -0.114 0.469 -2.501
O 1.777 0.407 -2.822
N 2.413 1.571 -2.916
C 3.758 1.525 -2.836
C 4.512 2.656 -2.973
C 3.855 3.871 -3.199
C 2.486 3.895 -3.268
C 1.725 2.722 -3.117
S 0.019 2.654 -3.167
H 4.151 0.534 -2.661
H 5.587 2.590 -2.903
H 4.420 4.786 -3.314
H 1.944 4.815 -3.434
C -0.264 -6.184 -1.329
O -1.552 -5.661 -1.046
C -1.772 -4.365 -1.353
C -3.082 -3.905 -1.070
C -3.394 -2.611 -1.347
C -2.451 -1.690 -1.878
C -2.832 -0.352 -2.182
C -4.259 0.123 -2.120
O -2.032 0.544 -2.519
C -1.119 -2.158 -2.141
O -0.166 -1.437 -2.590
C -0.829 -3.529 -1.886
H -0.295 -7.231 -1.043
H 0.505 -5.668 -0.750
H -0.032 -6.101 -2.393
H -3.802 -4.594 -0.652
H -4.398 -2.277 -1.126
H -5.005 -0.658 -2.021
H -4.455 0.697 -3.024
H -4.347 0.813 -1.278
H 0.179 -3.849 -2.104
C -2.420 -1.513 3.472
C -1.400 -2.436 2.789
C -0.891 -1.846 1.465
C -0.798 -0.319 1.560
C -2.225 0.254 1.694
C -3.176 -0.708 2.423
P 0.086 0.483 0.137
C -0.008 2.303 0.521
C -1.294 2.954 -0.013
C -1.092 4.467 -0.100
C -0.527 5.061 1.213
C -0.538 4.030 2.338
C 0.270 2.783 1.968
C 1.892 0.103 0.416
C 2.331 -1.207 -0.271
C 3.777 -1.518 0.103
C 3.896 -1.872 1.597
C 2.785 -1.207 2.418
C 2.442 0.174 1.865
H -1.909 -0.821 4.149
H -3.106 -2.096 4.089
H -1.855 -3.410 2.589
H -0.557 -2.618 3.462
H -1.571 -2.104 0.653
H 0.063 -2.297 1.213
H -0.237 -0.082 2.471
H -2.625 0.471 0.699
H -2.184 1.207 2.225
H -3.632 -1.398 1.704
H -3.995 -0.145 2.875
H 0.792 2.679 -0.132
H -2.137 2.722 0.637
H -1.540 2.559 -0.999
H -2.034 4.951 -0.368
H -0.405 4.659 -0.928
H -1.104 5.937 1.513
H 0.499 5.410 1.062
H -1.573 3.750 2.558
H -0.139 4.460 3.259
H 0.048 2.002 2.698
H 1.335 3.005 2.074
H 2.365 0.905 -0.164
H 2.214 -1.104 -1.347
H 1.704 -2.049 0.022
H 4.393 -0.640 -0.123
H 4.165 -2.332 -0.513
H 4.872 -1.560 1.978
H 3.848 -2.956 1.728
H 3.087 -1.126 3.465
H 1.885 -1.829 2.408
H 3.348 0.791 1.878
H 1.744 0.668 2.536
*
```

The following is a quantum chemistry calculation of a 6-piece molecular cluster, C32H46I2N2O18P overall, from OMol25.

## Properties
F_max ... 9.566 eV/A
Gap between HOMO and LUMO ... 0.210 Ha

ORCA input file:
```
! wB97M-V def2-TZVPD RIJCOSX def2/J DEFGRID3
* xyz 1 1
C -1.559 1.737 -4.207
C -1.661 3.275 -4.777
C -0.630 3.646 -6.040
N -2.497 4.261 -4.307
N -2.693 4.091 -2.940
C -1.508 4.313 -1.977
C -1.651 4.119 -0.322
C -0.402 4.303 0.725
I 1.468 5.006 -0.168
C -0.723 5.295 2.006
C -0.551 4.366 3.381
I 0.789 6.915 2.225
C -3.182 3.694 0.187
C -3.583 3.470 1.785
O -3.274 2.338 2.461
O -4.327 4.615 2.406
C -4.440 3.461 -0.888
C -4.073 3.683 -2.473
P -5.499 3.366 -3.735
O -6.867 3.313 -2.899
H -1.481 1.691 -3.021
H -0.549 1.267 -4.612
H -2.428 1.039 -4.575
H -0.565 4.820 -6.166
H 0.442 3.243 -5.775
H -0.967 3.127 -7.033
H -0.491 4.591 -2.495
H -0.175 3.222 1.174
H -1.827 5.697 2.014
H -1.260 4.831 4.208
H 0.578 4.296 3.726
H -0.915 3.256 3.229
H -4.817 4.310 3.225
H -5.493 3.131 -0.481
H -5.577 4.459 -4.672
H -5.378 2.055 -4.363
C 4.453 0.031 -3.734
C 3.038 0.527 -3.948
C 2.942 2.020 -4.050
O 1.625 2.274 -3.597
C 1.313 1.260 -2.734
O 0.351 1.261 -1.988
O 2.230 0.248 -2.816
H 4.463 -1.059 -3.631
H 5.102 0.311 -4.569
H 4.876 0.435 -2.807
H 2.588 0.033 -4.818
H 3.077 2.377 -5.075
H 3.641 2.548 -3.392
C 7.146 -1.003 0.652
C 7.947 -0.591 -0.567
C 8.821 0.603 -0.326
O 8.926 1.172 -1.618
C 7.782 0.828 -2.283
O 7.424 1.318 -3.339
O 7.090 -0.135 -1.601
H 6.500 -1.854 0.413
H 7.802 -1.282 1.481
H 6.485 -0.193 0.981
H 8.521 -1.442 -0.951
H 9.806 0.327 0.059
H 8.371 1.345 0.343
C 5.168 -5.598 2.898
C 4.368 -5.352 1.635
C 4.613 -6.377 0.569
O 4.343 -5.656 -0.618
C 4.617 -4.345 -0.341
O 4.709 -3.467 -1.181
O 4.782 -4.152 1.003
H 4.980 -4.804 3.629
H 4.910 -6.560 3.351
H 6.244 -5.582 2.692
H 3.301 -5.263 1.872
H 3.948 -7.240 0.660
H 5.651 -6.728 0.531
C -4.007 -0.521 2.332
C -2.799 -1.172 1.690
C -3.156 -2.270 0.734
O -2.012 -3.103 0.782
C -1.464 -2.930 2.023
O -0.599 -3.643 2.501
O -2.021 -1.855 2.660
H -3.691 0.247 3.045
H -4.654 -0.058 1.581
H -4.593 -1.252 2.900
H -2.164 -0.414 1.216
H -3.325 -1.900 -0.281
H -4.025 -2.859 1.050
C -6.317 -4.189 6.241
C -7.118 -3.943 4.978
C -6.873 -4.968 3.912
O -7.143 -4.246 2.724
C -6.868 -2.935 3.002
O -6.777 -2.058 2.162
O -6.704 -2.743 4.346
H -6.505 -3.395 6.972
H -6.576 -5.151 6.693
H -5.241 -4.173 6.034
H -8.185 -3.853 5.215
H -7.538 -5.831 4.003
H -5.835 -5.319 3.874
*
```